[1]
The molecule C22H27ClN2O2. Source: the OMol25 dataset; level of theory: ωB97M-V with the def2-TZVPD basis set.

Atoms and positions in Å:
Cl (-1.56401, -4.94999, -4.67202)
O (3.56646, 0.98002, 5.37303)
O (-3.49759, 0.84196, 0.94973)
N (2.55528, 2.60030, 4.12445)
N (0.11342, -0.50345, -0.91537)
C (-2.35367, -0.23612, -0.98569)
C (3.21519, 3.14176, 6.35879)
C (-0.46553, -0.69906, -3.76193)
C (2.40759, 0.08366, 1.41422)
C (0.02555, -1.63548, -0.01603)
C (-1.66904, -1.20598, -3.28926)
C (1.77459, 0.80500, 0.40882)
C (2.67853, 0.64586, 2.64727)
C (1.42242, 2.12421, 0.67150)
C (1.68702, 2.69930, 1.89851)
C (3.14567, 2.10632, 5.25323)
C (0.08412, -2.81418, -4.76192)
C (1.41284, 0.15575, -0.90512)
C (-2.61977, -0.35019, -2.50525)
C (2.31451, 1.96436, 2.90240)
C (0.40410, -1.49700, -4.48205)
C (-2.47258, -1.57727, -0.24950)
C (-0.98827, 0.40582, -0.69354)
C (-1.22120, -2.44269, -0.35324)
C (-2.00267, -2.52142, -3.58988)
C (-3.46034, 0.70863, -0.44597)
C (-1.12824, -3.31127, -4.31596)
H (1.34024, -1.09204, -4.83606)
H (-2.66264, -1.35800, 0.80493)
H (2.15601, -0.60265, -1.16516)
H (-3.63157, -0.74124, -2.63370)
H (-0.85742, 1.27653, -1.34291)
H (-3.35424, 1.69577, -0.92108)
H (2.70399, -0.93831, 1.22909)
H (3.69107, 2.70013, 7.22917)
H (-0.00963, -1.31716, 1.04231)
H (0.94395, 2.71546, -0.09669)
H (-0.20868, 0.32996, -3.57006)
H (-1.11363, -2.83592, -1.36209)
H (3.79532, 4.00269, 6.03265)
H (-4.43964, 0.30447, -0.71299)
H (-1.30611, -3.28490, 0.33606)
H (-2.66162, 1.21307, 1.25501)
H (2.21428, 3.47284, 6.62845)
H (-3.33703, -2.12472, -0.62926)
H (0.75615, -3.44313, -5.32396)
H (-2.60022, 0.66133, -2.91996)
H (1.40272, 0.90965, -1.69796)
H (2.24756, 3.56271, 4.15943)
H (-0.98213, 0.76677, 0.35507)
H (3.17131, 0.07181, 3.41331)
H (-2.94270, -2.93508, -3.25699)
H (1.40823, 3.72855, 2.08193)
H (0.91205, -2.25747, -0.15779)

As for the HOMO-LUMO gap: 8.702 eV. As for the SMILES: CC(=O)Nc1ccc(CN2CCC[C@](CO)(Cc3cccc(Cl)c3)C2)cc1. The calculation puts the energy relative to the best compared isomer or geometry (same formula, charge and spin) at 0.0 kcal/mol. For the HOMO energy, the calculation gives -0.3018 hartree.

---

[2]
The molecule C22H27F2NO3 at a distorted geometry. Source: the OMol25 dataset; level of theory: ωB97M-V with the def2-TZVPD basis set.

Atoms and positions in Å:
F (4.60855, -0.61571, -1.89638)
F (4.70000, 1.45388, -2.45832)
O (-2.43324, -2.14742, 1.77119)
O (-3.84344, -0.17799, 0.17718)
O (2.95583, 0.75251, -1.22215)
N (1.58799, -1.28166, 0.11969)
C (-3.67720, 1.99000, 1.01799)
C (-3.78560, -1.13168, -0.86450)
C (3.49254, 1.00986, 0.05908)
C (3.81389, 0.45143, -2.18696)
C (-3.72543, 1.15643, -0.09971)
C (4.51747, 2.54554, 1.58535)
C (1.16337, -2.56138, -0.40275)
C (-3.57767, 3.35690, 0.86458)
C (-3.52417, 3.91553, -0.40286)
C (2.89586, -1.34994, 0.74094)
C (-1.27110, -1.74839, -0.39630)
C (-0.13111, -2.40509, -1.19620)
C (0.58267, -0.74495, 1.01623)
C (4.01905, 2.26286, 0.32548)
C (-3.67149, 1.71591, -1.36945)
C (-0.70588, -0.47453, 0.24905)
C (-2.38015, -1.39682, -1.41805)
C (3.44664, 0.01828, 1.03760)
C (4.48073, 1.57560, 2.57088)
C (-1.79646, -2.73707, 0.66944)
C (-3.57323, 3.09074, -1.51040)
C (3.94585, 0.32949, 2.29598)
H (-4.19672, -2.04328, -0.42128)
H (1.03327, -3.30576, 0.40533)
H (1.94232, -2.93773, -1.07283)
H (-3.53394, 3.51480, -2.50310)
H (0.95688, 0.19737, 1.42421)
H (-1.42927, -0.03115, 0.93204)
H (3.57183, -1.85304, 0.04100)
H (-3.72305, 1.53963, 1.99757)
H (3.26334, 0.22717, -3.11385)
H (2.87913, -1.94262, 1.67508)
H (-4.44906, -0.84041, -1.68842)
H (0.08346, -1.77407, -2.06062)
H (-3.06297, -1.48586, 1.45366)
H (4.93164, 3.52028, 1.79206)
H (-0.96545, -3.30216, 1.09629)
H (0.38381, -1.42814, 1.86046)
H (-3.54130, 3.99011, 1.73835)
H (-3.71030, 1.10165, -2.25534)
H (-2.04698, -0.52615, -1.98629)
H (-2.46398, -3.46346, 0.17609)
H (4.86691, 1.78862, 3.55623)
H (3.91788, -0.42405, 3.06959)
H (-0.44862, -3.38631, -1.55698)
H (-0.48369, 0.25101, -0.53597)
H (4.04052, 3.00577, -0.45698)
H (-2.48448, -2.22959, -2.11875)
H (-3.44545, 4.98499, -0.52413)

As for the HOMO-LUMO gap: 9.175 eV. As for the SMILES: OCC1(CCOc2ccccc2)CCN(Cc2ccccc2OC(F)F)CC1. The calculation puts the energy relative to the best compared isomer or geometry (same formula, charge and spin) at 4.0 kcal/mol. For the HOMO energy, the calculation gives -0.3123 hartree.

---

[3]
A structure of composition C22H27IrN3O7 at a distorted geometry. Source: the OMol25 dataset; level of theory: ωB97M-V with the def2-TZVPD basis set.

Atoms and positions in Å:
Ir (-0.56163, 0.42866, 0.04970)
O (3.07122, -5.97235, 0.86240)
O (-1.42901, 0.81632, 2.23696)
O (0.14850, 2.60806, 0.86369)
O (-2.99473, 0.97850, 0.01858)
O (-0.73461, 2.05385, -1.72521)
O (5.03646, -5.12649, 0.53333)
O (-1.69060, -0.39263, -2.04172)
N (0.03617, -1.87307, 0.44550)
N (1.77302, 0.12805, -0.17128)
N (3.86767, -5.12003, 0.63711)
C (-0.83273, -2.79955, 0.78229)
C (-3.62583, 0.72658, 1.27278)
C (-2.74744, 1.37112, 2.33855)
C (3.23612, -3.70627, 0.43317)
C (-0.45197, 1.49055, -2.99964)
C (4.52028, -0.33710, -0.41079)
C (-0.06461, 3.28169, -1.44841)
C (1.83221, -3.49309, 0.57764)
C (2.25612, -1.11820, 0.00499)
C (-0.45087, -4.12192, 1.04604)
C (-3.06342, -0.61114, -1.79411)
C (-1.42230, 0.32653, -3.24734)
C (2.61939, 1.11087, -0.42295)
C (0.87377, -4.45392, 0.93217)
C (3.99870, 0.92779, -0.56239)
C (3.64137, -1.39254, -0.10412)
C (-3.70516, 0.65085, -1.15361)
C (1.34201, -2.16905, 0.34242)
C (-0.40961, 1.51527, 2.94224)
C (-0.31188, 3.65763, 0.00795)
C (-0.05586, 2.84712, 2.25945)
C (4.10903, -2.71984, 0.11530)
H (-3.16424, 1.16743, 3.33675)
H (-0.59889, 2.24428, -3.78490)
H (0.59571, 1.16398, -3.04790)
H (5.58177, -0.52634, -0.51510)
H (0.23240, 4.58580, 0.23186)
H (1.20202, -5.48031, 1.11416)
H (-1.87384, -2.52144, 0.85204)
H (-3.60285, 1.49742, -1.84452)
H (-4.62655, 1.17623, 1.29985)
H (0.45432, 0.84306, 2.94787)
H (-3.72634, -0.35090, 1.45255)
H (-0.84197, 3.59272, 2.40898)
H (4.63363, 1.77836, -0.77043)
H (-2.73467, 2.45804, 2.19769)
H (5.17346, -2.91302, 0.02898)
H (-3.60685, -0.84703, -2.71815)
H (-0.96850, -0.37210, -3.96691)
H (-1.19823, -4.84703, 1.33362)
H (2.21280, 2.10855, -0.50948)
H (-0.47095, 4.07559, -2.09097)
H (-0.71220, 1.70208, 3.98068)
H (-2.35627, 0.69513, -3.68704)
H (-1.38322, 3.83016, 0.16662)
H (-4.76465, 0.46918, -0.95522)
H (0.87046, 3.23125, 2.70619)
H (1.00171, 3.18750, -1.67831)
H (-3.13783, -1.46077, -1.10963)

As for the HOMO-LUMO gap (spin up / spin down): 3.295 / 4.425 eV. As for the spin multiplicity: 2. Its total charge is +4. The calculation puts the energy relative to the best compared isomer or geometry (same formula, charge and spin) at 60.0 kcal/mol. For the HOMO energy (spin up / spin down), the calculation gives -0.7721 / -0.7772 hartree.

---

[4]
The molecule C22H27N3O2S. Source: the OMol25 dataset; level of theory: ωB97M-V with the def2-TZVPD basis set.

Atoms and positions in Å:
S (-1.29150, -3.35329, -0.07956)
O (-5.16401, 2.74832, 0.99539)
O (-0.29562, 0.92562, -1.32254)
N (1.17966, -2.08493, 0.07528)
N (-4.51641, 0.23162, -0.16139)
N (-1.96082, -1.08692, -1.32731)
C (0.22133, -1.15672, -0.39717)
C (0.51653, 0.18559, -0.73408)
C (1.84944, 0.72084, -0.34108)
C (2.28684, -2.38870, -0.63905)
C (0.65829, -2.96849, 0.98896)
C (3.74604, 2.10109, -0.89969)
C (-3.32883, -1.49842, -1.47595)
C (6.49254, 3.02650, -0.37746)
C (-3.87887, 2.48820, 0.47938)
C (-4.19843, -1.18195, -0.24617)
C (-1.04025, -1.75400, -0.64423)
C (2.50992, 1.57089, -1.22008)
C (5.68354, 2.36851, 0.73334)
C (4.34737, 1.81135, 0.31757)
C (-3.52480, 1.00469, 0.57049)
C (3.01529, -3.50708, -0.37898)
C (2.54886, -4.41679, 0.59779)
C (3.66628, 0.98338, 1.20752)
C (-6.12655, 1.98717, 0.30801)
C (1.41081, -4.13878, 1.28783)
C (2.43771, 0.44251, 0.88970)
C (-5.82980, 0.49005, 0.40493)
H (4.23420, 2.74939, -1.60987)
H (-3.18227, 3.08583, 1.06896)
H (2.56465, -1.67031, -1.39516)
H (5.51363, 3.09933, 1.53097)
H (-3.34926, -2.57957, -1.64513)
H (4.11041, 0.76446, 2.16883)
H (-3.82842, 2.80139, -0.57362)
H (-3.69006, -1.55048, 0.65856)
H (5.99384, 3.91797, -0.74993)
H (3.11750, -5.30860, 0.80967)
H (3.92457, -3.70166, -0.92145)
H (-6.57981, -0.06275, -0.16473)
H (7.46750, 3.32183, 0.00421)
H (-7.08936, 2.21965, 0.76680)
H (-1.66848, -0.13013, -1.57651)
H (1.92513, -0.17781, 1.61077)
H (-5.13061, -1.74002, -0.35731)
H (1.03089, -4.80213, 2.04775)
H (-6.14486, 2.27857, -0.75315)
H (-3.49230, 0.70267, 1.63373)
H (-3.74357, -0.98578, -2.34438)
H (-5.88580, 0.18065, 1.46400)
H (6.27103, 1.55526, 1.16971)
H (0.07267, -2.51741, 1.78058)
H (-2.53930, 0.85503, 0.13246)
H (6.64419, 2.33618, -1.20441)
H (2.03931, 1.80818, -2.16285)

As for the HOMO-LUMO gap: 7.705 eV. As for the SMILES: CCc1ccc(C(=O)C2=C(NCCN3CCOCC3)S[C@H]3C=CC=CN23)cc1. The calculation puts the energy relative to the best compared isomer or geometry (same formula, charge and spin) at 72.3 kcal/mol. For the HOMO energy, the calculation gives -0.2737 hartree.